The following is a quantum chemistry calculation of a structure of composition C9H21GdINO2P2, from OMol25.

Structure (ORCA input):
```
! wB97M-V def2-TZVPD RIJCOSX def2/J DEFGRID3
* xyz 2 8
C -0.135 -0.019 -4.989
I -0.494 0.036 -2.782
H 0.939 0.091 -5.230
H -0.718 0.812 -5.430
H -0.520 -0.984 -5.370
Gd 0.567 -0.027 0.080
P 0.026 2.720 0.309
C -1.500 3.646 -0.021
C 0.743 3.500 1.793
H 0.894 4.587 1.676
H 1.296 4.356 -0.993
H 1.694 3.001 2.029
H 2.165 2.810 -0.827
H -2.219 3.393 0.777
H 0.100 3.271 2.654
C 1.190 3.268 -0.998
H -1.320 4.734 -0.067
H 0.847 2.899 -1.965
H -1.928 3.262 -0.961
P 0.077 -2.727 0.709
C -1.447 -3.701 0.520
C 1.243 -3.445 -0.512
H 1.741 -2.785 2.463
H 0.982 -4.416 2.253
H 0.158 -3.045 3.106
C 0.807 -3.328 2.269
H 2.209 -2.941 -0.422
H 1.376 -4.521 -0.357
H -1.265 -4.785 0.623
H -1.876 -3.453 -0.464
H 0.877 -3.233 -1.519
H -2.166 -3.343 1.276
C -1.770 -0.054 0.086
O -2.923 -0.047 0.021
O -0.159 0.075 4.576
C 0.112 0.160 3.427
N 0.396 0.234 2.258
*
```

Output
Kohn-Sham gap (spin up / spin down), eV: 7.715 / 5.444
Energy, a.u.: -2306.2575
HOMO level (spin up / spin down), eV: -15.73 / -15.43

In the Löwdin picture, each atom carries the following charge in e:
1. C -0.3586
2. I 0.8851
3. H 0.0333
4. H 0.0305
5. H 0.0308
6. Gd 0.8995
7. P 0.7263
8. C -0.2324
9. C -0.2404
10. H 0.0807
11. H 0.0747
12. H 0.0553
13. H 0.0480
14. H 0.0663
15. H 0.0594
16. C -0.2689
17. H 0.0806
18. H 0.0098
19. H 0.0548
20. P 0.7165
21. C -0.2410
22. C -0.2656
23. H 0.0554
24. H 0.0782
25. H 0.0597
26. C -0.2407
27. H 0.0459
28. H 0.0740
29. H 0.0781
30. H 0.0546
31. H 0.0357
32. H 0.0638
33. C -0.2697
34. O 0.1586
35. O 0.1598
36. C -0.4551
37. N -0.1431